193
Properties=species:S:1:pos:R:3 method="wB97M-V/def2-TZVPD" energy_ha=-3154.19885 e_lumo_ev=0.4340 homo_lumo_gap_ev=8.23 smiles=CC1(C)CCCC(C)(C)N1O.CC1(C)CCCC(C)(C)N1O.CC1(C)CCCC(C)(C)N1O.CC1(C)CCCC(C)(C)N1O.CC1(C)CCCC(C)(C)N1O.COC[C@H](C)N.COC[C@H](C)N.CCO
C 0.353 -0.867 -1.804
C 0.164 0.197 -0.794
C -1.310 0.649 -1.016
C 0.361 -0.497 0.571
C 0.507 0.532 1.735
C 1.858 1.265 1.521
C 1.726 2.049 0.168
C 0.838 3.332 0.444
C 3.090 2.512 -0.297
N 1.224 1.188 -0.965
O 1.251 1.824 -2.201
H 0.026 -1.883 -1.583
H -0.009 -0.579 -2.791
H 1.408 -1.128 -1.879
H -1.605 1.300 -0.193
H -1.598 1.099 -1.967
H -2.067 -0.127 -0.905
H -0.581 -0.954 0.873
H 1.108 -1.290 0.589
H -0.313 1.251 1.734
H 0.535 -0.025 2.672
H 2.695 0.574 1.423
H 1.948 1.941 2.371
H 1.224 4.060 1.157
H -0.193 3.057 0.666
H 0.809 3.893 -0.490
H 3.579 3.115 0.469
H 2.952 3.299 -1.038
H 3.750 1.698 -0.596
H 2.188 1.783 -2.407
C -5.302 6.732 -0.001
C -4.074 6.586 -0.969
C -3.788 8.008 -1.577
C -2.950 6.257 0.084
C -1.606 5.758 -0.541
C -2.013 4.539 -1.403
C -3.031 4.838 -2.506
C -2.358 5.721 -3.530
C -3.450 3.411 -2.992
N -4.246 5.430 -1.939
O -5.276 5.663 -2.858
H -5.286 7.519 0.753
H -6.211 6.905 -0.577
H -5.390 5.759 0.483
H -2.730 8.184 -1.774
H -4.206 8.145 -2.574
H -4.197 8.690 -0.832
H -2.761 7.093 0.757
H -3.237 5.450 0.759
H -1.260 6.596 -1.145
H -0.720 5.555 0.060
H -2.274 3.777 -0.668
H -1.103 4.157 -1.865
H -2.235 6.777 -3.289
H -2.941 5.784 -4.449
H -1.335 5.410 -3.742
H -2.628 2.696 -3.024
H -3.937 3.464 -3.966
H -4.103 2.952 -2.250
H -5.916 5.043 -2.499
C -6.187 -2.380 -2.384
C -5.562 -3.813 -2.421
C -6.551 -4.813 -3.029
C -4.368 -3.870 -3.446
C -2.980 -3.343 -2.891
C -2.649 -4.152 -1.661
C -3.736 -4.088 -0.560
C -3.280 -5.222 0.423
C -3.796 -2.664 0.016
N -5.042 -4.466 -1.146
O -6.111 -4.689 -0.216
H -5.476 -1.638 -2.021
H -6.578 -2.063 -3.351
H -6.990 -2.285 -1.653
H -6.127 -5.704 -3.492
H -7.244 -5.130 -2.249
H -7.173 -4.310 -3.770
H -4.155 -4.881 -3.795
H -4.587 -3.282 -4.337
H -2.169 -3.423 -3.615
H -3.037 -2.268 -2.721
H -1.691 -3.759 -1.319
H -2.398 -5.162 -1.986
H -2.297 -5.045 0.860
H -3.269 -6.154 -0.141
H -3.912 -5.360 1.300
H -3.826 -1.962 -0.818
H -2.897 -2.373 0.559
H -4.617 -2.627 0.732
H -5.934 -5.549 0.171
C 3.309 -4.974 3.733
C 3.577 -4.714 2.218
C 4.154 -3.284 2.040
C 4.625 -5.757 1.870
C 4.796 -5.896 0.328
C 3.431 -6.266 -0.326
C 2.368 -5.235 -0.038
C 2.570 -3.968 -0.924
C 1.091 -5.940 -0.401
N 2.327 -4.964 1.469
O 1.336 -4.092 1.845
H 2.693 -4.270 4.292
H 2.627 -5.822 3.793
H 4.214 -5.092 4.329
H 4.948 -3.030 2.743
H 4.589 -3.175 1.047
H 3.400 -2.506 2.161
H 5.622 -5.507 2.234
H 4.319 -6.760 2.166
H 5.314 -5.095 -0.199
H 5.480 -6.728 0.159
H 3.110 -7.256 -0.002
H 3.563 -6.204 -1.406
H 2.459 -4.190 -1.985
H 3.627 -3.732 -0.798
H 1.979 -3.094 -0.648
H 0.231 -5.273 -0.347
H 0.971 -6.791 0.269
H 1.228 -6.330 -1.410
H 0.708 -4.715 2.220
C -0.564 -1.735 7.558
C -1.626 -1.299 6.413
C -2.160 0.129 6.636
C -0.806 -1.173 5.079
C -0.420 -2.522 4.529
C -1.662 -3.350 4.261
C -2.599 -3.542 5.500
C -3.997 -3.896 5.093
C -1.965 -4.624 6.367
N -2.745 -2.297 6.240
O -3.500 -2.410 7.424
H 0.228 -1.006 7.729
H -1.033 -1.748 8.541
H -0.011 -2.640 7.307
H -1.392 0.902 6.656
H -2.900 0.413 5.888
H -2.734 0.100 7.562
H -1.371 -0.607 4.338
H 0.080 -0.547 5.184
H 0.240 -2.528 3.661
H 0.225 -3.039 5.239
H -1.269 -4.333 4.003
H -2.204 -2.981 3.391
H -4.720 -3.755 5.897
H -4.179 -4.922 4.774
H -4.330 -3.172 4.349
H -2.479 -4.723 7.323
H -0.906 -4.403 6.501
H -2.092 -5.621 5.946
H -4.386 -2.257 7.089
C 4.556 1.117 -8.047
O 3.810 1.112 -6.839
C 3.757 2.389 -6.261
C 2.807 2.299 -5.089
C 2.554 3.756 -4.514
N 3.467 1.587 -3.965
H 4.383 0.214 -8.632
H 5.627 1.062 -7.856
H 4.404 1.984 -8.690
H 4.714 2.764 -5.899
H 3.321 3.075 -6.988
H 1.879 1.814 -5.392
H 3.428 4.154 -3.997
H 1.742 3.719 -3.788
H 2.331 4.385 -5.375
H 4.261 2.139 -3.674
H 3.701 0.673 -4.327
C 2.279 8.101 -0.792
O 3.273 7.680 0.128
C 2.821 6.620 0.955
C 3.893 6.284 1.919
C 5.153 5.726 1.333
N 3.307 5.263 2.752
H 2.629 8.663 -1.658
H 1.601 8.705 -0.189
H 1.625 7.329 -1.197
H 1.918 6.928 1.482
H 2.675 5.764 0.296
H 4.089 7.141 2.564
H 4.904 4.956 0.602
H 5.922 5.407 2.036
H 5.725 6.555 0.917
H 4.039 4.892 3.342
H 3.108 4.361 2.343
C 5.145 -1.204 -2.008
C 6.007 -2.124 -2.860
O 7.307 -1.592 -3.059
H 4.259 -1.600 -1.514
H 4.869 -0.278 -2.512
H 5.654 -0.905 -1.091
H 5.510 -2.425 -3.782
H 6.105 -3.050 -2.294
H 7.336 -0.889 -3.713